(1)
72
Properties=species:S:1:pos:R:3:mulliken_charge:R:1 method="wB97M-V/def2-TZVPD" smiles="[H]/N=C(/C)Cc1ccc2c(c1)C(=O)c1cc([PH2]=N)cc(C[C@H](C)Br)c1C2=O.C[C@@H]1COC(=O)O1.C[C@@H]1COC(=O)O1" homo_energy_ev=-8.78 spin_multiplicity=1 total_charge=0 e_lumo_ha=-0.0653
C -4.32 -1.46 2.86 -0.419
C -5.41 -0.27 2.51 0.347
N -5.51 0.77 3.43 -0.595
C -6.35 -0.27 1.12 -0.632
C -5.28 0.01 -0.12 0.403
C -4.56 1.51 -0.18 -0.371
C -3.43 1.93 -1.34 -0.572
C -3.06 0.77 -2.43 0.384
C -3.81 -0.72 -2.39 0.389
C -4.92 -1.14 -1.26 -0.569
C -3.37 -1.86 -3.54 -0.041
O -4.27 -2.62 -4.17 -0.523
C -1.72 -1.91 -3.84 0.223
C -0.93 -3.34 -4.03 -0.615
C 0.72 -3.22 -4.28 0.197
P 1.81 -4.82 -4.47 0.195
N 3.28 -4.27 -4.96 -0.687
C 1.46 -1.73 -4.35 -0.851
C 0.66 -0.30 -4.16 0.490
C 1.41 1.17 -4.23 -0.585
C 1.35 2.03 -2.84 0.012
C 2.88 2.65 -2.56 -1.085
Br 0.88 0.98 -1.20 -0.139
C -0.98 -0.41 -3.90 0.319
C -1.92 0.95 -3.65 0.182
O -1.79 2.06 -4.39 -0.535
H -4.82 -2.50 3.10 0.301
H -3.67 -1.63 1.88 0.201
H -3.59 -1.09 3.71 -0.034
H -6.22 1.47 3.09 0.250
H -7.17 0.57 1.17 0.330
H -6.79 -1.37 1.05 0.274
H -4.86 2.30 0.66 0.251
H -2.92 3.00 -1.37 0.310
H -5.40 -2.23 -1.27 0.245
H -1.51 -4.36 -3.95 0.288
H 1.23 -5.79 -5.37 0.116
H 2.00 -5.51 -3.20 0.111
H 3.94 -4.55 -4.19 0.206
H 2.63 -1.68 -4.51 0.339
H 0.98 1.75 -5.17 0.258
H 2.56 0.97 -4.46 0.382
H 0.67 2.99 -3.01 0.364
H 3.55 1.70 -2.36 0.271
H 3.18 3.25 -3.52 0.346
H 2.87 3.30 -1.58 0.325
C 0.62 1.54 4.70 -1.429
C -0.16 0.70 5.69 0.512
C 0.55 -0.54 6.12 -0.469
O -0.52 -1.42 6.43 -0.330
C -1.58 -1.02 5.67 0.625
O -2.61 -1.66 5.53 -0.570
O -1.34 0.19 5.09 -0.284
H 0.75 1.01 3.75 0.343
H 0.08 2.46 4.47 0.376
H 1.61 1.80 5.10 0.380
H -0.46 1.32 6.55 0.225
H 1.18 -0.37 7.00 0.309
H 1.16 -0.99 5.33 0.282
C 6.24 2.75 0.39 -1.380
C 5.88 1.39 0.94 0.584
C 4.40 1.16 1.03 -0.195
O 4.29 0.24 2.11 -0.325
C 5.39 0.45 2.90 0.595
O 5.53 -0.02 4.02 -0.569
O 6.30 1.26 2.29 -0.338
H 5.93 3.55 1.07 0.370
H 7.33 2.84 0.28 0.360
H 5.78 2.93 -0.59 0.306
H 6.36 0.60 0.35 0.256
H 3.99 0.72 0.12 0.111
H 3.83 2.06 1.29 0.202

=====

(2)
75
Properties=species:S:1:pos:R:3:mulliken_charge:R:1 method="wB97M-V/def2-TZVPD" homo_energy_ev=-6.98 spin_multiplicity=1 total_charge=0 e_above_lowest_ev=0.000 e_lumo_ha=-0.0150
Sr -0.84 -1.90 1.42 2.088
Cl 4.51 -1.88 1.43 -0.245
C 3.58 -1.81 2.89 0.528
C 4.26 -1.78 4.12 -0.656
C 3.57 -1.73 5.30 0.717
Cl 4.45 -1.70 6.80 -0.285
C 2.16 -1.70 5.30 -0.013
C 1.36 -1.66 6.46 -0.719
C 0.00 -1.64 6.36 -0.904
C -0.58 -1.66 5.08 -0.549
N 0.13 -1.68 3.97 0.301
C 1.48 -1.72 4.06 -0.252
C 2.19 -1.78 2.79 -0.121
O 1.54 -1.82 1.68 -0.735
H 5.34 -1.80 4.12 0.450
H 1.84 -1.64 7.43 0.415
H -0.64 -1.62 7.23 0.420
H -1.66 -1.66 4.96 0.505
C -1.14 -0.85 -6.17 -1.620
C 0.07 -0.33 -5.39 2.004
C 1.34 -1.06 -5.85 -1.617
C 0.23 1.16 -5.68 -2.124
C -0.14 -0.61 -3.90 0.335
C -0.32 -1.91 -3.45 -0.697
C -0.50 -2.14 -2.10 -1.041
N -0.52 -1.17 -1.19 0.349
C -0.35 0.09 -1.60 -0.872
C -0.16 0.39 -2.94 0.249
C -0.36 1.15 -0.54 -0.430
C -0.22 2.49 -0.84 -0.261
C -0.19 3.45 0.17 0.273
C -0.30 2.99 1.47 -0.589
C -0.45 1.63 1.69 -0.984
N -0.48 0.72 0.72 0.461
C -0.01 4.92 -0.19 1.892
C 1.32 5.10 -0.93 -1.540
C -1.17 5.36 -1.09 -1.556
C 0.00 5.81 1.06 -2.247
H -1.00 -0.66 -7.24 0.452
H -2.06 -0.35 -5.85 0.382
H -1.28 -1.93 -6.04 0.332
H 1.50 -0.88 -6.91 0.446
H 1.25 -2.14 -5.71 0.333
H 2.21 -0.71 -5.30 0.383
H 0.38 1.30 -6.75 0.420
H 1.10 1.58 -5.17 0.431
H -0.65 1.73 -5.39 0.429
H -0.32 -2.75 -4.13 0.438
H -0.64 -3.15 -1.73 0.563
H -0.02 1.42 -3.24 0.431
H -0.12 2.81 -1.87 0.319
H -0.28 3.66 2.32 0.514
H -0.54 1.25 2.70 0.551
H 1.35 4.53 -1.85 0.316
H 2.16 4.79 -0.31 0.380
H 1.46 6.16 -1.19 0.451
H -1.20 4.79 -2.02 0.312
H -1.06 6.42 -1.35 0.448
H -2.13 5.23 -0.59 0.379
H 0.82 5.56 1.72 0.409
H -0.94 5.74 1.61 0.416
H 0.12 6.85 0.75 0.450
F -3.22 -0.64 1.75 -0.576
Te -4.16 -2.31 1.79 2.268
F -5.20 -3.83 1.57 -0.413
F -3.33 -2.55 0.08 -0.502
F -5.48 -1.42 0.86 -0.375
F -5.06 -1.79 3.32 -0.413
O -2.75 -3.08 2.58 -0.911
C 0.29 -5.45 1.12 -0.805
O -0.68 -4.44 0.87 -0.265
H -0.08 -6.43 0.80 0.302
H 0.57 -5.49 2.17 0.277
H 1.17 -5.20 0.54 0.272
H -1.48 -4.60 1.38 0.225

=====

(3)
75
Properties=species:S:1:pos:R:3:mulliken_spin:R:1 method="wB97M-V/def2-TZVPD" homo_energy_ev="-11.85 / -13.39" spin_multiplicity=4 total_charge=+2 e_above_lowest_ev=0.093 e_lumo_ha="-0.1831 / -0.2682"
Pd 1.01 0.27 -0.03 1.226
O 0.15 2.82 -0.77 0.120
C -0.80 3.55 -0.13 0.223
C -1.19 2.11 1.70 0.050
O -2.15 2.53 2.23 0.126
O -0.34 1.27 1.57 0.114
C -0.31 4.74 0.60 0.007
C 0.89 5.32 0.18 0.096
C 1.38 6.46 0.79 -0.031
C 0.69 7.04 1.85 0.069
C -0.51 6.47 2.28 -0.036
C -1.01 5.34 1.66 0.097
C -2.11 3.47 -0.79 -0.022
C -3.30 3.89 -0.18 0.103
C -4.50 3.82 -0.86 -0.040
C -4.55 3.34 -2.16 0.080
C -3.38 2.93 -2.79 -0.038
C -2.17 2.99 -2.11 0.121
H 1.03 3.05 -0.44 -0.025
H 1.43 4.93 -0.68 0.006
H 2.30 6.91 0.44 0.000
H 1.07 7.92 2.33 0.003
H -1.05 6.91 3.10 -0.001
H -1.91 4.90 2.04 0.006
H -3.29 4.26 0.83 0.008
H -5.41 4.15 -0.37 0.000
H -5.49 3.31 -2.70 0.004
H -3.40 2.59 -3.82 -0.001
H -1.26 2.70 -2.61 0.008
C -2.68 -2.74 -2.63 -0.001
N -1.96 -3.36 -1.42 0.002
C -2.92 -3.30 -0.21 -0.001
N -3.37 -1.97 0.01 0.007
C -4.03 -1.43 -1.18 -0.001
N -3.13 -1.43 -2.33 0.016
C -2.04 -0.45 -2.20 0.019
P -0.98 -0.85 -0.74 0.077
C -0.68 -2.63 -1.12 -0.002
C -2.31 -1.08 0.52 0.010
H -3.52 -3.40 -2.85 0.000
H -1.98 -2.75 -3.46 -0.001
H -1.75 -4.34 -1.62 0.000
H -2.38 -3.69 0.65 -0.001
H -3.76 -3.95 -0.47 0.000
H -4.36 -0.42 -0.98 0.000
H -4.89 -2.05 -1.41 0.000
H -2.46 0.55 -2.07 0.003
H -1.44 -0.43 -3.11 -0.004
H -0.20 -3.11 -0.26 -0.002
H -0.01 -2.72 -1.98 -0.003
H -2.75 -0.11 0.76 -0.001
H -1.88 -1.49 1.43 -0.002
Cl 4.49 2.11 -2.47 0.001
Ge 4.44 0.65 -0.88 -0.004
Cl 2.40 -0.65 -1.87 0.144
Cl 2.89 1.86 0.51 0.086
C 3.01 -3.47 3.86 -0.010
N 3.27 -3.41 2.43 0.006
C 2.70 -2.59 1.53 0.014
Se 1.37 -1.34 1.95 0.376
N 3.25 -2.82 0.33 -0.005
C 4.23 -3.81 0.44 0.000
C 5.08 -4.38 -0.50 -0.001
C 5.94 -5.35 -0.02 0.000
C 5.96 -5.73 1.32 0.000
C 5.11 -5.16 2.25 0.002
C 4.24 -4.18 1.77 0.000
H 2.16 -2.84 4.10 0.009
H 3.88 -3.12 4.41 -0.001
H 2.79 -4.50 4.14 -0.001
H 3.01 -2.28 -0.49 -0.004
H 5.07 -4.08 -1.54 0.000
H 6.63 -5.82 -0.71 0.000
H 6.65 -6.49 1.64 0.000
H 5.13 -5.45 3.29 0.000

=====

(4)
73
Properties=species:S:1:pos:R:3:mulliken_charge:R:1 method="wB97M-V/def2-TZVPD" homo_energy_ev=-12.51 spin_multiplicity=1 total_charge=+2 e_lumo_ha=-0.1726
Pb -1.20 -1.48 -0.02 1.109
N 0.83 -0.48 -1.30 -0.234
C 0.57 0.84 -1.82 0.105
C 1.27 1.37 -2.86 -0.506
C 0.99 2.68 -3.33 -0.745
C 0.04 3.44 -2.72 -0.883
C -0.71 2.91 -1.64 0.692
C -1.71 3.64 -0.96 -0.417
C -2.41 3.05 0.06 -1.132
C -2.14 1.72 0.39 -0.042
N -1.20 1.01 -0.21 -0.011
C -0.46 1.59 -1.20 0.303
H 1.17 -1.12 -2.00 0.310
H 1.50 -0.45 -0.54 0.206
H 2.05 0.79 -3.34 0.438
H 1.56 3.07 -4.16 0.397
H -0.16 4.45 -3.05 0.419
H -1.92 4.66 -1.26 0.439
H -3.18 3.59 0.60 0.416
H -2.69 1.21 1.17 0.623
F 4.94 -3.91 2.45 -0.348
C 4.12 -3.08 3.11 0.393
C 3.00 -2.62 2.50 -0.745
C 2.10 -1.81 3.21 0.939
C 0.87 -1.36 2.57 1.101
O 0.73 -1.58 1.33 -0.560
C -0.05 -0.68 3.40 -0.184
C 0.31 -0.37 4.69 -0.318
N 1.47 -0.72 5.26 0.230
C 1.72 -0.35 6.64 -0.282
C 1.36 1.02 7.10 -1.002
C 2.80 0.65 6.94 -0.427
C 2.37 -1.49 4.55 -0.109
C 3.56 -1.95 5.14 -0.588
C 4.44 -2.74 4.44 -1.763
N 5.62 -3.22 5.10 0.486
C 6.88 -3.14 4.38 -0.510
C 8.01 -3.56 5.33 -0.688
N 7.51 -3.45 6.74 -0.133
C 6.43 -4.46 7.02 -0.850
C 5.49 -4.50 5.80 -0.459
C -1.43 -0.22 2.97 0.395
O -1.95 0.71 3.55 -0.647
O -1.96 -0.91 2.01 -0.777
H 2.76 -2.91 1.48 0.467
H -0.38 0.20 5.29 0.727
H 1.58 -1.18 7.33 0.451
H 0.95 1.11 8.10 0.255
H 0.95 1.71 6.37 0.358
H 3.40 0.49 7.82 0.326
H 3.33 1.07 6.09 0.240
H 3.80 -1.69 6.16 0.530
H 7.02 -2.11 4.04 0.465
H 6.93 -3.79 3.50 0.380
H 8.90 -2.94 5.23 0.384
H 8.30 -4.60 5.19 0.351
H 7.10 -2.51 6.85 0.384
H 8.27 -3.55 7.41 0.321
H 5.92 -4.14 7.92 0.405
H 6.91 -5.41 7.20 0.378
H 4.47 -4.63 6.14 0.469
H 5.74 -5.34 5.15 0.334
C -1.40 -6.59 -2.63 -1.075
N -0.85 -5.50 -1.84 -0.088
C 0.41 -5.06 -1.92 0.506
N 1.22 -5.68 -2.79 -0.378
S 0.98 -3.79 -0.95 -0.484
H -2.43 -6.74 -2.32 0.357
H -0.86 -7.52 -2.46 0.340
H -1.39 -6.35 -3.69 0.355
H -1.43 -5.05 -1.16 0.197
H 0.91 -6.42 -3.39 0.193
H 2.17 -5.35 -2.87 0.209

=====

(5)
63
Properties=species:S:1:pos:R:3:mulliken_charge:R:1 method="wB97M-V/def2-TZVPD" smiles="CC1=[NH+]CCCN1[C@@H](/C=C/N(Cc1ccccc1)Cc1ccccc1)c1ccccc1" homo_energy_ev=-9.14 spin_multiplicity=1 total_charge=+1 e_above_lowest_ev=2.225 e_lumo_ha=-0.0876
C -5.24 0.61 3.01 -0.638
C -5.25 -0.63 2.34 -0.600
C -4.09 -1.40 2.29 -0.525
C -2.92 -0.94 2.88 0.284
C -1.64 -1.73 2.73 -0.756
N -0.48 -0.85 2.49 0.450
C 0.66 -1.01 3.41 -1.051
C 1.99 -1.41 2.80 0.678
C 3.17 -0.87 3.32 -0.396
C 4.40 -1.20 2.76 -0.634
C 4.46 -2.11 1.69 -0.480
C 3.28 -2.71 1.22 -0.605
C 2.05 -2.38 1.79 -0.298
C -0.63 0.21 1.64 -0.719
C 0.31 1.18 1.32 -1.598
C 0.30 2.61 1.80 0.681
C 1.69 3.26 1.77 -0.132
C 1.85 4.54 2.31 -0.109
C 3.10 5.14 2.34 -0.824
C 4.22 4.44 1.87 -0.527
C 4.07 3.15 1.35 -0.835
C 2.80 2.57 1.29 -0.133
C -2.91 0.26 3.59 -0.028
C -4.06 1.06 3.62 -0.573
H -6.14 1.21 3.05 0.403
H -6.16 -0.98 1.86 0.391
H -4.07 -2.36 1.76 0.386
H -1.44 -2.34 3.62 0.427
H -1.73 -2.42 1.87 0.343
H 0.78 -0.09 4.00 0.296
H 0.35 -1.82 4.10 0.565
H 3.10 -0.20 4.18 0.362
H 5.31 -0.75 3.15 0.418
H 5.42 -2.36 1.24 0.398
H 3.32 -3.43 0.40 0.393
H 1.13 -2.87 1.47 0.328
H -1.58 0.17 1.08 0.379
H 1.07 0.83 0.61 0.635
H 0.06 2.55 2.88 0.525
H 0.97 5.06 2.72 0.337
H 3.20 6.15 2.74 0.421
H 5.21 4.88 1.93 0.416
H 4.92 2.57 0.99 0.454
H 2.70 1.56 0.89 0.154
H -2.00 0.60 4.09 0.531
H -4.04 2.02 4.14 0.519
C 0.54 4.15 -0.80 -1.557
C -0.56 4.28 0.21 1.082
N -0.72 3.45 1.24 0.558
C -1.78 3.75 2.22 -0.057
C -2.99 4.37 1.56 -0.725
C -2.59 5.59 0.79 -0.759
N -1.39 5.30 0.02 -0.149
H 0.20 4.63 -1.73 0.548
H 1.45 4.69 -0.48 0.283
H 0.79 3.11 -1.02 0.268
H -2.05 2.80 2.72 -0.180
H -1.37 4.43 2.99 0.266
H -3.48 3.64 0.90 0.310
H -3.69 4.63 2.35 0.412
H -3.36 5.88 0.08 0.397
H -2.40 6.44 1.44 0.346
H -1.14 5.94 -0.72 0.239

=====

(6)
69
Properties=species:S:1:pos:R:3:mulliken_spin:R:1 method="wB97M-V/def2-TZVPD" homo_energy_ev="-16.18 / -16.20" spin_multiplicity=2 total_charge=+3 e_above_lowest_ev=0.000 e_lumo_ha="-0.4612 / -0.4388"
Re 0.02 -0.32 -2.53 1.189
O 2.35 -5.18 -1.52 -0.003
C 3.27 -4.29 -1.20 -0.004
C 4.43 -4.76 -0.57 0.001
C 5.44 -3.90 -0.22 -0.002
C 5.33 -2.52 -0.47 -0.004
C 4.20 -2.02 -1.04 0.004
C 3.14 -2.88 -1.42 -0.004
C 1.97 -2.32 -2.00 -0.010
O 1.74 -1.00 -1.93 0.005
N 1.05 -3.07 -2.60 -0.024
N 0.05 -2.30 -3.05 0.004
C -0.91 -2.77 -3.80 -0.001
C -1.86 -1.77 -4.22 -0.003
C -2.89 -2.03 -5.10 0.015
C -3.71 -0.98 -5.52 0.011
C -3.44 0.31 -5.05 -0.006
C -2.41 0.51 -4.17 -0.001
N -1.62 -0.50 -3.73 -0.025
H 1.62 -4.80 -2.03 0.001
H 4.49 -5.83 -0.38 0.000
H 6.34 -4.29 0.25 0.000
H 6.15 -1.86 -0.21 0.000
H 4.12 -0.96 -1.24 0.000
H -0.95 -3.80 -4.11 -0.002
H -3.04 -3.03 -5.48 0.000
H -4.53 -1.15 -6.20 0.000
H -4.05 1.15 -5.37 0.000
H -2.19 1.50 -3.80 0.006
C -2.06 3.54 2.97 0.000
C -3.39 3.22 2.30 0.000
C -3.30 2.76 0.84 0.000
C -3.10 1.25 0.64 -0.005
N -1.80 0.76 1.12 -0.001
C -0.63 0.88 0.49 0.060
Se -0.47 1.59 -1.28 -0.176
N 0.37 0.41 1.26 -0.006
C 1.82 0.58 1.06 0.000
C 2.39 1.68 1.96 0.001
C 1.79 3.06 1.74 0.000
C 2.19 3.71 0.41 -0.004
C -0.19 -0.06 2.44 -0.005
C 0.38 -0.64 3.56 0.002
C -0.48 -1.01 4.57 -0.005
C -1.87 -0.80 4.47 -0.005
C -2.44 -0.22 3.37 0.002
C -1.57 0.16 2.34 -0.010
H -2.22 3.85 4.00 0.000
H -1.55 4.37 2.46 0.000
H -1.37 2.69 2.98 0.000
H -3.99 4.14 2.31 0.000
H -3.95 2.50 2.89 0.000
H -2.50 3.31 0.33 0.000
H -4.24 2.99 0.34 0.000
H -3.18 1.00 -0.42 0.003
H -3.87 0.70 1.17 -0.001
H 2.00 0.81 0.02 0.000
H 2.30 -0.37 1.30 0.000
H 3.47 1.72 1.77 0.000
H 2.26 1.38 3.00 0.000
H 2.13 3.71 2.55 0.000
H 0.70 3.02 1.82 -0.001
H 3.27 3.65 0.26 0.000
H 1.90 4.76 0.40 0.000
H 1.70 3.24 -0.45 0.000
H 1.45 -0.82 3.65 0.000
H -0.08 -1.47 5.47 0.000
H -2.50 -1.11 5.29 0.000
H -3.51 -0.07 3.31 0.000

=====

(7)
65
Properties=species:S:1:pos:R:3:mulliken_charge:R:1 method="wB97M-V/def2-TZVPD" homo_energy_ev=-9.65 spin_multiplicity=1 total_charge=+1 e_above_lowest_ev=2.255 e_lumo_ha=-0.1572
C -4.52 4.99 -0.91 -0.973
N -3.19 4.44 -0.80 0.138
C -2.90 3.11 -0.61 -0.909
C -1.51 2.98 -0.57 -0.108
C -0.76 1.79 -0.64 0.476
C 0.44 1.62 -1.39 0.626
C 0.85 2.48 -2.41 -1.120
N 2.08 2.08 -2.85 0.177
C 2.84 2.73 -3.91 -0.967
C 2.49 0.94 -2.12 0.050
C 1.45 0.66 -1.19 0.772
C 1.62 -0.40 -0.31 0.567
C 2.77 -1.19 -0.41 -1.134
C 3.73 -0.93 -1.42 -0.647
C 3.62 0.17 -2.28 -1.090
C -0.93 4.29 -0.65 0.487
C -2.02 5.19 -0.83 0.448
C -1.89 6.56 -1.02 -0.951
C -0.60 7.09 -1.05 -0.619
C 0.52 6.25 -0.87 -1.078
C 0.35 4.87 -0.69 0.027
H -4.45 6.07 -0.83 0.300
H -4.99 4.72 -1.86 0.319
H -5.14 4.61 -0.09 0.341
H -3.67 2.34 -0.60 0.449
H -1.44 0.80 -0.54 0.381
H 0.36 3.35 -2.84 0.711
H 3.80 2.25 -3.98 0.305
H 2.33 2.66 -4.88 0.328
H 2.99 3.79 -3.70 0.317
H 0.81 -0.60 0.42 -0.085
H 2.90 -2.03 0.28 0.492
H 4.60 -1.59 -1.51 0.353
H 4.35 0.42 -3.05 0.276
H -2.76 7.20 -1.14 0.226
H -0.45 8.16 -1.19 0.388
H 1.51 6.69 -0.88 0.421
H 1.25 4.24 -0.60 0.517
C -0.75 -6.80 1.31 -1.563
C 0.16 -5.93 2.20 1.866
C 0.05 -6.46 3.63 -2.076
C 1.62 -6.09 1.74 -1.593
C -0.26 -4.42 2.09 0.596
C -0.60 -3.58 3.17 -0.331
C -0.91 -2.23 3.00 -0.602
N -0.84 -1.56 1.78 -0.162
B -1.11 -0.07 1.54 0.353
H -0.70 1.20 0.28 0.003
C -0.63 -2.41 0.72 -0.664
C -0.29 -3.76 0.85 -0.607
H -0.69 -6.51 0.26 0.327
H -0.47 -7.85 1.38 0.449
H -1.79 -6.72 1.64 0.389
H 0.73 -5.94 4.31 0.436
H -0.97 -6.41 4.02 0.446
H 0.34 -7.53 3.66 0.412
H 2.28 -5.51 2.40 0.390
H 1.94 -7.14 1.81 0.440
H 1.76 -5.76 0.72 0.346
H -0.61 -4.05 4.18 0.460
H -1.20 -1.68 3.90 0.406
H -2.27 0.09 1.45 0.013
H -0.47 0.51 2.27 -0.019
H -0.69 -1.93 -0.25 0.659
H -0.05 -4.27 -0.08 0.411

=====

For each record above, in turn, the calculated E values are -128224.0480; -86936.0367; -215335.8996; -64918.6338; -34017.5861; -108549.1101; -34709.3726 eV.
For each record above, in turn, the calculated max |F| values are 0.1623; 0.0185; 0.0201; 0.0034; 0.0549; 0.0588; 0.1039 Eh/bohr.